This record from the Open Molecules 2025 dataset describes a structure of composition C26H38Cl3FINO8P2S in a non-equilibrium geometry. The level of theory is wB97M-V/def2-TZVPD.

The geometry in XYZ format:
```
81
C26H38Cl3FINO8P2S wB97M-V/def2-TZVPD
C -3.83 -2.50 -2.47
C -3.06 -3.83 -2.84
C -1.90 -4.19 -1.79
C -0.48 -4.36 -2.46
C 0.74 -3.92 -1.53
C 1.19 -2.41 -1.84
C 1.20 -1.51 -0.54
C 0.40 -0.12 -0.69
C -1.10 -0.54 -1.12
C -2.12 0.68 -1.00
C -3.09 0.57 0.23
C -3.58 1.83 0.82
C -4.48 1.77 1.98
C -4.93 0.50 2.55
C -4.47 -0.76 1.95
C -3.57 -0.67 0.81
C 0.15 0.64 0.64
Cl -0.46 -0.35 2.03
C 0.23 1.97 0.90
C 0.62 3.01 -0.19
Cl -0.15 2.63 2.53
O 0.89 0.58 -1.83
S 2.51 0.68 -2.02
O 3.03 2.05 -2.10
O 2.80 0.08 -3.32
C 3.48 -0.13 -0.63
I 3.82 1.52 0.81
P 5.19 -0.52 -1.32
N 5.23 -1.52 -2.51
O 6.21 -1.14 -0.13
O 5.83 0.95 -1.82
C 2.69 -1.38 0.02
Cl 3.62 -2.98 -0.19
P 2.75 -1.19 1.94
C 4.50 -1.58 2.56
C 1.80 -2.70 2.60
H -4.17 -2.54 -1.40
H -3.25 -1.57 -2.70
H -4.78 -2.41 -3.09
H -3.84 -4.64 -2.88
H -2.67 -3.71 -3.88
H -1.93 -3.50 -0.91
H -2.19 -5.21 -1.39
H -0.50 -3.79 -3.44
H -0.39 -5.45 -2.76
H 1.56 -4.66 -1.72
H 0.40 -4.06 -0.47
H 2.17 -2.40 -2.40
H 0.45 -2.08 -2.62
H 0.63 -2.08 0.25
H -1.14 -0.81 -2.21
H -1.41 -1.43 -0.52
H -2.81 0.62 -1.90
H -1.62 1.68 -1.08
H -3.26 2.82 0.40
H -4.87 2.70 2.47
H -5.61 0.43 3.43
H -4.77 -1.76 2.35
H -3.22 -1.65 0.39
H 0.17 3.99 0.14
H 0.16 2.82 -1.20
H 1.71 3.21 -0.31
H 5.61 -0.99 -3.31
H 6.52 -0.39 0.42
H 6.64 1.14 -1.31
H 4.83 -2.62 2.31
H 4.39 -1.55 3.69
H 5.23 -0.78 2.31
H 2.47 -3.36 3.22
H 1.41 -3.35 1.77
H 1.00 -2.34 3.29
C -1.48 5.97 2.91
C -1.54 6.66 1.58
O -1.81 8.00 1.93
C -1.25 8.18 3.16
O -1.04 9.24 3.65
O -0.96 6.99 3.76
F -2.57 6.19 0.83
H -2.46 5.67 3.27
H -0.83 5.10 2.90
H -0.62 6.60 1.00
```

Values from the calculation:
Gap between HOMO and LUMO   7.27 eV
E_LUMO   -0.0374 hartree
HOMO energy   -8.284 eV

Mulliken atomic charge list, values in e, 5 entries: -0.675 -0.668 -0.119 -1.072 -0.470